# 1
Entry from OMol25: a structure of composition C42H36Cl5MoN7O4S (ωB97M-V/def2-TZVPD).

Cartesian coordinates (Å):
Mo: -0.07 2.18 0.36
Cl: -6.49 0.73 2.47
C: -4.85 1.25 2.48
C: -4.21 1.42 1.26
C: -2.89 1.83 1.24
N: -2.06 2.01 0.07
C: -2.55 1.84 -1.21
O: -3.70 1.72 -1.55
C: -1.44 1.72 -2.23
C: -1.72 1.59 -3.57
C: -0.67 1.49 -4.46
C: 0.63 1.54 -3.97
C: 0.83 1.67 -2.62
N: -0.19 1.74 -1.74
C: -2.21 2.06 2.43
C: -2.85 1.90 3.64
C: -4.17 1.49 3.67
Cl: -4.93 1.27 5.19
N: -0.87 2.50 2.23
C: -0.04 2.89 3.26
O: -0.19 2.74 4.44
C: 1.15 3.63 2.70
C: 1.97 4.40 3.48
C: 2.93 5.19 2.86
C: 3.00 5.18 1.47
C: 2.15 4.37 0.76
N: 1.25 3.58 1.37
H: -4.76 1.25 0.35
H: -2.76 1.57 -3.87
H: -0.85 1.39 -5.52
H: 1.49 1.47 -4.63
H: 1.83 1.68 -2.21
H: -2.33 2.07 4.57
H: 1.83 4.39 4.56
H: 3.59 5.82 3.44
H: 3.71 5.81 0.94
H: 2.19 4.32 -0.32
N: 2.22 1.34 0.32
C: 2.82 0.32 -0.54
C: 2.44 -1.01 -0.46
C: 3.02 -1.93 -1.33
C: 3.97 -1.52 -2.26
C: 4.35 -0.19 -2.32
C: 3.77 0.73 -1.46
H: 2.85 2.13 0.32
H: 2.23 0.99 1.28
H: 1.71 -1.34 0.26
H: 2.73 -2.97 -1.28
H: 4.42 -2.24 -2.94
H: 5.10 0.14 -3.03
H: 4.09 1.77 -1.49
Cl: 2.96 -6.53 2.86
C: 1.59 -5.77 2.13
C: 1.77 -4.87 1.09
C: 0.67 -4.28 0.51
C: -0.62 -4.57 0.94
C: -1.83 -3.90 0.32
C: -2.38 -2.76 1.15
N: -1.40 -1.68 1.36
C: -0.59 -1.49 2.47
C: 0.11 -0.36 2.24
N: -0.24 0.13 0.97
C: -1.16 -0.71 0.50
O: -1.58 -3.32 -0.94
C: -1.58 -4.21 -2.06
C: -0.21 -4.66 -2.46
C: 0.68 -3.85 -3.09
Cl: 0.42 -2.20 -3.53
S: 2.17 -4.63 -3.42
C: 1.61 -6.09 -2.72
C: 0.34 -5.96 -2.25
C: -0.77 -5.48 1.98
Cl: -2.35 -5.90 2.57
C: 0.32 -6.09 2.58
H: 2.78 -4.67 0.74
H: 0.79 -3.59 -0.33
H: -2.65 -4.63 0.24
H: -2.72 -3.10 2.13
H: -3.22 -2.33 0.61
H: -0.61 -2.15 3.33
H: 0.81 0.13 2.89
H: -1.65 -0.65 -0.46
H: -2.03 -3.65 -2.88
H: -2.21 -5.07 -1.85
H: 2.25 -6.96 -2.70
H: -0.20 -6.77 -1.77
H: 0.18 -6.80 3.39
C: -0.71 6.38 -1.67
C: -0.69 4.87 -1.69
O: -0.60 4.34 -0.33
H: -0.73 6.76 -2.69
H: 0.18 6.77 -1.17
H: -1.60 6.76 -1.16
H: 0.18 4.49 -2.22
H: -1.58 4.47 -2.17
H: -1.36 4.65 0.18

Summary:
* energy relative to the best compared isomer or geometry (same formula, charge and spin): 30.3 kJ/mol
* highest occupied orbital energy (spin up / spin down): -12.680 / -12.815 eV
* energy: -138052.555 eV
* expectation value of S²: 2.0151
* spin multiplicity: 3
* total charge: +2

Want to see where the charge sits? The Löwdin charges in e are: 1.774 0.729 -0.674 -0.029 -0.197 -0.075 -0.457 0.128 -0.205 0.041 0.006 -0.017 -0.095 -0.029 -0.203 -0.022 -0.672 0.734 -0.052 -0.453 0.125 -0.166 0.049 0.012 -0.008 -0.121 -0.082 0.105 0.141 0.134 0.129 0.078 0.108 0.142 0.133 0.128 0.122 0.035 -0.304 -0.019 -0.093 -0.061 -0.049 -0.067 0.073 0.094 0.094 0.064 0.112 0.120 0.122 0.722 -0.658 -0.082 -0.030 -0.187 -0.311 -0.035 -0.003 0.009 -0.102 -0.096 -0.112 -0.121 -0.122 -0.335 -0.968 0.687 1.022 -0.371 -0.128 -0.576 0.761 -0.112 0.109 0.097 0.137 0.126 0.147 0.148 0.118 0.151 0.126 0.140 0.083 0.129 0.116 -0.051 -0.243 -0.188 0.098 0.085 0.093 0.110 0.119 0.119

# 2
Entry from OMol25: a structure of composition C42H36N4O2PtS3 (ωB97M-V/def2-TZVPD).

Cartesian coordinates (Å):
Pt: -1.60 0.86 -1.62
C: -5.80 0.06 -1.05
C: -4.34 0.08 -1.37
N: -3.55 1.07 -1.17
N: -3.95 2.27 -0.65
C: -3.02 3.24 -0.46
N: -3.44 4.40 0.02
S: -1.37 2.99 -0.79
C: -3.69 -1.09 -1.98
C: -4.39 -2.24 -2.28
C: -3.74 -3.29 -2.93
C: -2.41 -3.13 -3.25
C: -1.75 -1.96 -2.91
N: -2.37 -0.96 -2.28
H: -6.18 0.99 -0.64
H: -6.00 -0.73 -0.33
H: -6.37 -0.16 -1.96
H: -4.94 2.44 -0.51
H: -4.39 4.58 0.29
H: -2.77 5.14 0.16
H: -5.44 -2.32 -2.04
H: -4.27 -4.19 -3.18
H: -1.86 -3.91 -3.77
H: -0.71 -1.79 -3.16
C: 2.60 -0.53 6.96
C: 1.88 -0.12 5.70
C: 2.60 0.25 4.56
C: 1.96 0.66 3.41
C: 0.57 0.70 3.39
C: -0.17 0.37 4.52
C: 0.49 -0.05 5.66
S: -0.28 1.26 1.93
O: 0.74 1.90 1.05
C: -0.71 -0.35 1.23
C: -1.98 -0.83 1.66
C: -2.42 -2.05 1.26
C: -1.63 -2.86 0.40
C: -2.04 -4.17 0.05
C: -1.25 -4.96 -0.74
C: -0.02 -4.46 -1.22
C: 0.39 -3.20 -0.90
C: -0.39 -2.36 -0.07
C: 0.06 -1.07 0.36
C: 1.46 -0.69 -0.03
C: 2.52 -1.22 0.77
C: 2.27 -2.01 1.92
C: 3.30 -2.50 2.67
C: 4.64 -2.21 2.32
C: 4.91 -1.45 1.22
C: 3.86 -0.95 0.42
C: 4.14 -0.18 -0.75
C: 3.13 0.30 -1.52
C: 1.79 0.04 -1.14
S: 0.58 0.60 -2.31
O: 0.61 -0.27 -3.49
C: 1.16 2.21 -2.76
C: 1.62 3.11 -1.80
C: 2.03 4.36 -2.23
C: 1.98 4.73 -3.58
C: 2.43 6.09 -4.01
C: 1.52 3.80 -4.50
C: 1.10 2.54 -4.11
H: 3.56 -0.98 6.73
H: 2.00 -1.24 7.53
H: 2.78 0.34 7.59
H: 3.68 0.22 4.59
H: 2.52 0.97 2.53
H: -1.25 0.44 4.51
H: -0.08 -0.32 6.54
H: -2.57 -0.22 2.33
H: -3.37 -2.44 1.63
H: -2.98 -4.54 0.44
H: -1.56 -5.97 -0.98
H: 0.60 -5.09 -1.84
H: 1.35 -2.84 -1.27
H: 1.25 -2.22 2.21
H: 3.09 -3.10 3.54
H: 5.44 -2.61 2.93
H: 5.93 -1.23 0.94
H: 5.17 0.01 -1.02
H: 3.35 0.87 -2.41
H: 1.68 2.83 -0.76
H: 2.41 5.07 -1.50
H: 3.40 6.34 -3.56
H: 1.72 6.85 -3.68
H: 2.52 6.16 -5.09
H: 1.49 4.06 -5.55
H: 0.76 1.81 -4.83

Summary:
* energy relative to the best compared isomer or geometry (same formula, charge and spin): 0.0 kJ/mol
* highest occupied orbital energy: -12.712 eV
* energy: -89934.432 eV
* total charge: +2

Want to see where the charge sits? The Löwdin charges in e are: 0.868 0.027 -0.209 -0.105 0.039 -0.721 0.152 0.794 -0.209 0.026 0.001 0.000 -0.075 -0.028 0.080 0.115 0.115 0.155 0.135 0.128 0.125 0.133 0.133 0.094 -0.035 -0.252 -0.025 -0.068 -0.377 -0.073 -0.023 0.992 -0.548 -0.327 -0.087 -0.015 -0.161 -0.026 -0.062 -0.049 -0.008 -0.124 -0.160 -0.138 -0.108 -0.017 -0.051 -0.044 -0.009 -0.136 0.017 -0.038 -0.286 0.829 -0.415 -0.423 -0.117 -0.011 -0.243 -0.031 -0.008 -0.045 0.082 0.084 0.095 0.124 0.116 0.108 0.122 0.108 0.124 0.123 0.118 0.120 0.131 0.128 0.118 0.116 0.123 0.130 0.127 0.091 0.129 0.091 0.093 0.084 0.124 0.118

# 3
Entry from OMol25: a structure of composition C42H36N8O5P2PbS3 in a non-equilibrium geometry (ωB97M-V/def2-TZVPD).

Cartesian coordinates (Å):
Pb: 0.50 1.30 1.45
C: -0.48 3.95 -3.31
N: -1.19 3.43 -2.17
C: -1.69 4.24 -1.13
C: -2.20 3.25 -0.10
N: -1.88 1.95 -0.63
C: -1.19 2.14 -1.71
P: -0.33 0.83 -2.68
C: 1.34 1.02 -1.94
N: 1.73 1.07 -0.68
C: 3.07 1.27 -0.67
C: 3.52 1.33 -1.96
N: 2.42 1.18 -2.76
C: 2.43 1.20 -4.20
C: -0.93 -0.66 -1.80
N: -0.55 -1.00 -0.62
C: -1.29 -2.14 -0.19
C: -2.22 -2.46 -1.36
N: -1.89 -1.48 -2.34
C: -2.16 -1.68 -3.74
H: -1.04 4.79 -3.73
H: 0.52 4.30 -3.03
H: -0.39 3.17 -4.06
H: -2.15 5.19 -1.39
H: -3.37 2.76 1.32
H: 3.61 1.38 0.25
H: 4.50 1.49 -2.37
H: 3.47 1.17 -4.54
H: 1.91 0.33 -4.60
H: 1.96 2.10 -4.59
H: -0.77 -2.82 1.77
H: -2.51 -3.44 -1.72
H: -1.94 -2.71 -4.03
H: -3.21 -1.47 -3.97
H: -1.53 -1.01 -4.32
O: 2.31 -2.86 4.49
C: 1.97 -2.99 3.32
O: 1.29 -2.18 2.60
C: 2.36 -4.23 2.54
C: 2.96 -5.32 3.14
C: 3.35 -6.41 2.36
C: 3.14 -6.38 0.99
C: 2.54 -5.28 0.39
C: 2.12 -4.20 1.16
P: 1.32 -2.67 0.51
C: -0.51 -3.10 0.74
C: -2.79 -1.93 -0.07
C: -3.56 -2.86 0.75
C: -3.32 -4.17 0.93
C: -2.15 -4.96 0.54
C: -0.89 -4.52 0.49
C: 1.46 -3.14 -1.36
C: 0.63 -3.85 -2.23
C: 0.93 -3.97 -3.59
C: 2.07 -3.38 -4.11
C: 2.91 -2.67 -3.27
C: 2.60 -2.55 -1.92
H: 3.12 -5.30 4.21
H: 3.81 -7.27 2.83
H: 3.45 -7.22 0.38
H: 2.41 -5.27 -0.69
H: -3.10 -0.89 -0.05
H: -4.44 -2.44 1.22
H: -4.08 -4.74 1.46
H: -2.34 -6.02 0.39
H: -0.09 -5.23 0.29
H: -0.26 -4.33 -1.86
H: 0.26 -4.53 -4.23
H: 2.31 -3.50 -5.17
H: 3.80 -2.20 -3.67
H: 3.25 -1.99 -1.26
O: -3.39 3.40 0.57
C: -0.97 4.07 0.23
N: 0.32 3.45 0.19
C: 1.25 4.39 0.47
O: 2.46 4.32 0.27
C: 0.54 5.60 1.01
C: 1.04 6.77 1.55
C: 0.13 7.72 2.01
C: -1.24 7.48 1.94
C: -1.74 6.31 1.38
C: -0.83 5.36 0.94
H: 2.11 6.92 1.60
H: 0.49 8.65 2.44
H: -1.92 8.23 2.32
H: -2.81 6.12 1.33
S: 4.35 3.69 3.61
C: 3.14 2.89 2.93
N: 2.25 2.29 2.45
C: -3.98 2.25 6.14
O: -3.42 2.15 4.84
C: -3.45 0.96 4.18
S: -4.19 -0.38 4.84
S: -2.71 1.02 2.66
H: -4.08 3.32 6.34
H: -3.33 1.79 6.88
H: -4.95 1.76 6.18

Summary:
* energy relative to the best compared isomer or geometry (same formula, charge and spin): 470.3 kJ/mol
* highest occupied orbital energy: -2.425 eV
* energy: -122628.770 eV
* total charge: -2

Want to see where the charge sits? The Löwdin charges in e are: 1.280 -0.062 -0.110 -0.067 -0.446 0.143 -0.464 1.193 -0.430 -0.048 -0.124 -0.053 -0.127 -0.053 -0.464 0.077 -0.335 -0.136 -0.098 -0.066 0.084 0.094 0.049 0.156 -0.006 0.106 0.115 0.086 0.073 0.077 0.132 0.149 0.078 0.083 0.050 0.013 -0.630 -0.203 -0.135 -0.033 -0.109 -0.111 -0.099 -0.266 1.100 -0.279 -0.127 -0.040 -0.103 -0.120 -0.107 -0.334 -0.100 -0.113 -0.127 -0.116 -0.132 0.109 0.087 0.088 0.089 0.131 0.108 0.090 0.091 0.093 0.084 0.090 0.085 0.090 0.086 0.009 -0.287 -0.004 -0.501 -0.001 -0.076 -0.013 -0.105 -0.103 -0.019 -0.086 0.115 0.088 0.090 0.108 0.477 -0.997 -0.139 -0.165 -0.265 -1.380 0.487 0.480 0.079 0.081 0.039